The following is a DFT calculation (ωB97M-V with the def2-TZVPD basis set) of a structure of composition C4H7N at a distorted geometry.

Computed properties:
**LUMO**: 0.0382 Ha
**Relative energy (zero: lowest compared OMol25 entry of this formula, charge and spin)**: 339.1 kJ/mol
**E_HOMO**: -0.3348 Eh
**2S+1**: 1
**Frontier orbital gap**: 10.2 eV

Cartesian coordinates (Å):
C (1.358, -0.656, -0.986)
C (-0.895, -0.984, 0.570)
C (0.528, 0.106, -0.246)
C (0.242, 1.548, -0.156)
N (-1.604, -0.484, 1.401)
H (2.258, -0.423, -1.624)
H (1.118, -1.745, -0.920)
H (-0.952, -1.892, 0.059)
H (1.022, 2.145, -0.477)
H (-0.796, 1.658, -0.500)
H (-0.114, 1.911, 0.987)
H (-2.165, -1.186, 1.893)

Forces on atoms 1 to 3 (eV/Å):
-0.3633 -0.4694 0.6046
5.0227 3.1278 -3.9047
-2.2919 -2.9809 0.3034